Entry 1:
101
Properties=species:S:1:pos:R:3 method="wB97M-V/def2-TZVPD" multiplicity=2 total_energy_ha=-6760.524447 relative_energy_kcal_mol=9.60 homo_lumo_gap_ev="6.5 / 6.0" s2=0.7610 total_charge=-1 largest_force_ha_per_bohr=0.0373
V 0.72669 -1.47195 0.35295
C -2.26835 -5.41387 2.19978
C -1.64408 -4.85601 0.94574
C -1.58191 -5.56410 -0.23536
C -1.00119 -4.99008 -1.34805
C -0.50677 -3.70917 -1.23485
Br 0.32652 -2.93330 -2.74400
N -0.54363 -2.98802 -0.11723
C -1.10818 -3.57655 0.95873
H -2.89246 -6.27864 1.97387
H -2.88504 -4.65837 2.68964
H -1.50099 -5.72890 2.91084
H -1.97899 -6.57289 -0.28791
H -0.91328 -5.51840 -2.28632
H -1.16356 -2.98483 1.85785
C 4.75959 -0.84129 -0.79083
Sb 3.03074 -0.30088 -1.94422
C 3.84155 -1.26452 -3.70611
C 3.89879 1.67059 -2.35292
C 3.06372 2.45333 -3.34047
C 3.21457 2.16391 -4.70603
C 2.45286 2.78214 -5.68789
C 1.51942 3.74103 -5.31272
C 1.37695 4.06089 -3.96933
C 2.12282 3.43488 -2.96094
C 1.84885 3.79664 -1.52462
Sb 0.40844 2.39973 -0.63372
C -1.25004 3.50733 -1.49054
C 0.36990 3.56377 1.17122
H 5.65602 -0.61852 -1.37378
H 4.73817 -1.90770 -0.54705
H 4.78025 -0.26122 0.13575
H 4.85866 -0.91277 -3.90506
H 3.20942 -1.07352 -4.58019
H 3.85823 -2.34146 -3.51218
H 4.89133 1.45880 -2.75898
H 3.99891 2.15241 -1.37886
H 3.95497 1.41981 -4.99310
H 2.58737 2.51815 -6.73155
H 0.90665 4.23611 -6.05867
H 0.66523 4.82841 -3.67572
H 1.39761 4.78891 -1.44000
H 2.73451 3.74503 -0.88180
H -1.23644 4.55453 -1.16778
H -2.18462 3.03351 -1.18001
H -1.18492 3.45953 -2.58338
H 0.37565 4.62225 0.90121
H 1.26049 3.32016 1.75736
H -0.52878 3.32675 1.75000
N 3.28928 -2.13297 2.48765
C 3.06052 -3.06712 1.48966
N 3.74374 -4.17225 1.34522
N 3.18813 -4.76661 0.24625
N 2.23456 -4.05497 -0.22138
N 2.09747 -2.92711 0.56536
C 3.08814 -0.78831 2.19013
N 3.73857 0.19684 2.76845
N 3.27542 1.31024 2.14230
N 2.39809 0.99621 1.24946
N 2.24223 -0.36689 1.25260
H 4.11022 -2.31093 3.04201
C -0.84862 0.37443 -3.79305
S -1.59414 -0.03543 -2.21348
C -3.09889 -0.84254 -2.76456
H -0.72324 -0.53068 -4.39460
H 0.13279 0.81019 -3.58681
H -1.45624 1.10368 -4.33511
H -3.78552 -0.12387 -3.22171
H -3.55314 -1.26957 -1.86675
H -2.86634 -1.64150 -3.47850
C -4.47070 1.54839 0.19187
C -3.75666 1.74669 1.52457
C -4.52632 1.03670 2.63458
C -3.61587 3.22235 1.84105
O -2.38697 1.26613 1.42577
P -1.92846 -0.26199 1.36883
O -2.84833 -1.10981 0.58753
O -0.44932 -0.12176 0.95949
O -1.98016 -0.79196 2.87236
C -1.09933 -0.44154 3.98552
C -1.97604 -0.51531 5.21944
C -0.00052 -1.48642 4.07172
C -0.49371 0.95657 3.84874
H -5.48141 1.96083 0.24982
H -4.52307 0.48329 -0.04535
H -3.92317 2.04686 -0.61283
H -5.54843 1.41937 2.65966
H -4.05942 1.21811 3.60637
H -4.55548 -0.04204 2.46086
H -4.60193 3.68109 1.93803
H -3.05767 3.72685 1.04662
H -3.06980 3.35461 2.77982
H -2.47215 -1.48850 5.27016
H -2.74214 0.26449 5.19549
H -1.36632 -0.37863 6.11627
H -0.42477 -2.47276 4.28435
H 0.70967 -1.22791 4.86092
H 0.54452 -1.54428 3.13264
H -1.28244 1.70932 3.75001
H 0.15450 1.02775 2.97081
H 0.09713 1.18107 4.73900


Entry 2:
114
Properties=species:S:1:pos:R:3 method="wB97M-V/def2-TZVPD" total_energy_ha=-4161.181095 relative_energy_kcal_mol=29.74 homo_lumo_gap_ev=7.2 total_charge=-1 largest_force_ha_per_bohr=0.0079
Pb -2.09484 -1.67168 -0.68264
S -3.03223 2.69254 1.48490
C -1.65661 3.20556 0.50805
N -0.88555 4.30740 0.75044
C -0.11679 4.89678 -0.33323
C -0.63186 4.54844 -1.73253
N -0.22481 3.26186 -2.25849
C 0.19781 3.26911 -3.64893
C 1.66644 3.59175 -3.80411
C 2.62178 2.62165 -3.51093
C 3.97354 2.91136 -3.60424
C 4.39219 4.17885 -3.99538
C 3.44914 5.14900 -4.29764
C 2.09347 4.85225 -4.20425
C -1.67327 2.34797 -0.52581
S -3.10792 1.36435 -0.17475
C -0.72886 4.82851 2.08831
C 0.45597 4.27373 2.85632
C 0.60269 2.89472 2.99787
C 1.66965 2.36589 3.70595
C 2.59982 3.21575 4.29429
C 2.46085 4.58866 4.16170
C 1.39317 5.11382 3.44216
H 0.94406 4.62918 -0.26637
H -0.18650 5.98590 -0.21756
H -0.17235 5.29526 -2.38318
H -1.71790 4.71283 -1.78054
H -0.39686 3.98918 -4.22352
H 0.00141 2.28812 -4.08001
H 2.28369 1.64127 -3.19218
H 4.70634 2.14745 -3.37190
H 5.44898 4.40513 -4.06609
H 3.76617 6.13698 -4.60889
H 1.35629 5.60953 -4.45097
H -1.64206 4.60884 2.65049
H -0.65201 5.91830 2.02670
H -0.11746 2.22792 2.53710
H 1.78681 1.29034 3.76697
H 3.43875 2.80480 4.84222
H 3.18901 5.25422 4.60926
H 1.29210 6.18851 3.33090
N -5.83600 -3.32573 0.94884
C -4.66731 -3.03556 1.56050
N -4.00804 -4.09303 2.06045
S -4.10523 -1.44233 1.69514
H -5.92203 -4.26683 0.57642
H -6.23331 -2.57152 0.41593
H -4.17848 -4.98224 1.58591
H -3.07208 -3.91730 2.38682
N -1.69098 -0.46242 -4.42323
C -1.28963 -0.08322 -3.16731
O -0.67258 -0.96136 -2.48504
C -1.60488 1.20418 -2.68199
C -0.74475 2.01522 -1.68271
N 0.40158 1.20985 -1.27198
C -2.48950 1.99611 -3.45206
N -3.21562 2.63512 -4.08988
H -1.78233 -1.46149 -4.53038
H -2.33627 0.12818 -4.92217
C -0.97776 -2.93299 3.44655
C -0.17600 -1.67768 3.78434
C -1.05160 -0.43495 3.65133
C 0.39261 -1.77749 5.19433
O 0.95064 -1.58868 2.91616
Si 1.03907 -1.38323 1.28382
O -0.40745 -1.47478 0.60751
O 1.78297 0.06705 1.14133
C 2.40870 0.83346 0.10127
C 1.38830 1.84609 -0.42647
C 3.54198 1.60084 0.77242
C 2.96588 -0.06912 -0.99390
O 2.10322 -2.48363 0.69354
C 2.03377 -3.88340 0.44832
C 2.43408 -4.60742 1.73094
C 3.04439 -4.15977 -0.65887
C 0.64601 -4.32905 -0.00609
H -1.84374 -3.03751 4.10387
H -0.34833 -3.82105 3.53864
H -1.33030 -2.83529 2.41747
H -1.94809 -0.52542 4.26803
H -1.37191 -0.30418 2.61662
H -0.49762 0.44841 3.97216
H -0.41122 -1.85030 5.92987
H 0.99318 -0.89353 5.41674
H 1.03092 -2.65930 5.27766
H 0.97228 2.34364 0.46035
H 0.09278 0.34143 -0.85407
H 1.91174 2.60456 -1.01277
H 3.14853 2.27065 1.53619
H 4.08961 2.19156 0.03420
H 4.23044 0.89822 1.24607
H 2.16572 -0.56442 -1.54488
H 3.61213 -0.82508 -0.54852
H 3.55351 0.53015 -1.69242
H 3.42937 -4.28580 2.04243
H 2.44157 -5.68966 1.58247
H 1.73336 -4.36370 2.53077
H 4.03245 -3.80982 -0.35462
H 2.75035 -3.62805 -1.56515
H 3.09992 -5.22816 -0.87781
H -0.09938 -4.15425 0.77178
H 0.66026 -5.39842 -0.22881
H 0.34596 -3.79878 -0.91175
O -4.98747 -5.79497 0.00381
C -4.32909 -5.47669 -0.99660
C -4.53302 -6.14360 -2.35751
C -3.42916 -5.52501 -3.20482
C -2.83032 -4.47965 -2.26536
O -1.92960 -3.70634 -2.59303
N -3.39291 -4.51318 -1.03176
H -5.53472 -5.89028 -2.70833
H -4.48977 -7.22653 -2.25080
H -3.76870 -5.04352 -4.12109
H -2.64239 -6.22900 -3.47834


Entry 3:
68
Properties=species:S:1:pos:R:3 method="wB97M-V/def2-TZVPD" smiles="NC(N)=O.NC(N)=O.NC(N)=O.NC(N)=O.CCO.CCO.CCO.CCO" total_energy_ha=-1521.083574 relative_energy_kcal_mol=145.58 homo_lumo_gap_ev=9.5 largest_force_ha_per_bohr=0.1569
N -4.34512 3.41558 0.39353
C -3.64406 2.31876 0.03980
N -2.37399 2.45655 0.01439
O -4.21874 1.06285 -0.24920
H -5.31060 3.17640 0.63613
H -4.04297 4.37171 0.47631
H -1.88950 1.70045 -0.50243
H -1.97600 3.44757 0.06593
N -0.89901 3.22341 4.14163
C -0.95332 3.27721 2.80925
N -1.36196 2.06989 2.37528
O -0.68599 4.34053 1.99053
H -0.66700 4.11792 4.63901
H -1.07881 2.44731 4.70216
H -1.62375 2.02503 1.37739
H -1.67116 1.25931 2.87927
N -2.41036 -2.34565 1.51132
C -1.55551 -1.46982 1.88297
N -0.42822 -1.49029 1.17912
O -1.68954 -0.78332 3.07370
H -3.32953 -2.43403 2.00752
H -2.45333 -2.84462 0.57569
H 0.36039 -0.86305 1.66462
H -0.18596 -2.07653 0.32699
N -2.74721 -2.92429 -4.22431
C -1.85574 -1.89946 -4.08777
N -2.05841 -1.30322 -2.94895
O -0.82127 -1.64276 -5.03676
H -2.53023 -3.36886 -5.08535
H -3.75267 -2.81115 -3.83579
H -1.53733 -0.47403 -2.61412
H -3.00392 -1.40277 -2.51933
C 4.63547 -1.14085 0.40122
C 3.39189 -1.68913 0.99126
O 3.69719 -3.04901 1.13529
H 5.53644 -1.81355 0.56841
H 4.72841 -0.16504 0.77109
H 4.58368 -1.02198 -0.68843
H 2.62800 -1.69078 0.22773
H 2.97780 -1.23086 1.86329
H 2.89348 -3.55921 1.21681
C 0.59143 1.38265 -2.25176
C 0.28971 0.86327 -0.85235
O -1.05469 0.39907 -0.86056
H -0.04134 2.18191 -2.51207
H 0.13983 0.70938 -2.99630
H 1.56280 1.81258 -2.55008
H 0.50988 1.74594 -0.24050
H 0.93607 0.06900 -0.56579
H -1.16285 -0.31645 -0.20820
C 1.82407 -1.86915 -2.64957
C 1.16804 -3.05847 -1.96192
O 0.09718 -2.38488 -1.27801
H 1.99135 -0.96174 -1.98119
H 1.28536 -1.59373 -3.55875
H 2.74283 -2.26782 -3.10098
H 1.86257 -3.63909 -1.28225
H 0.84868 -3.82923 -2.63392
H -0.61365 -2.19793 -1.90752
C 2.65538 1.98438 1.47601
C 2.01118 1.25222 2.70368
O 0.91950 0.41883 2.44216
H 1.98336 2.88945 1.19165
H 2.84674 1.25440 0.79455
H 3.61678 2.52569 1.72557
H 1.73488 1.91673 3.43370
H 2.79228 0.53408 3.05575
H 0.13111 0.96266 2.42342


Entry 4:
20
Properties=species:S:1:pos:R:3 method="wB97M-V/def2-TZVPD" total_energy_ha=-399.268555 relative_energy_kcal_mol=142.24 homo_lumo_gap_ev="7.1 / 8.9" largest_force_ha_per_bohr=0.0478
C 0.61628 -0.62243 1.23850
C 0.90226 1.69912 1.75293
C 0.74296 -1.40192 -1.23866
N 1.22541 0.55388 0.96682
N -0.26856 -1.09762 -0.22492
C -1.13691 0.04938 -0.42716
C -1.88623 -0.78221 -1.33681
C -0.46370 1.31104 -0.95069
N -0.34145 2.33773 -1.46390
H -0.13225 -0.64643 2.04518
H 1.31342 -1.45427 1.35418
H -1.68685 0.31859 0.47521
H 1.74875 1.89938 2.42250
H -0.00470 1.59460 2.36686
H 0.81534 2.56676 1.09617
H 0.34878 -1.57349 -2.24076
H 1.26291 -2.31375 -0.94663
H 1.48449 -0.60514 -1.33767
H -1.58524 -0.97153 -2.35754
H -2.95471 -0.86168 -1.19362


Entry 5:
13
Properties=species:S:1:pos:R:3 method="wB97M-V/def2-TZVPD" total_energy_ha=-908.426052 homo_lumo_gap_ev=7.6 total_charge=-1 largest_force_ha_per_bohr=0.0586
C 0.11735 -0.52485 -0.13762
C 0.12758 0.76562 0.36545
C -1.53162 0.69383 -1.04254
C -0.95084 -0.55765 -1.10443
C -3.15905 0.31079 -2.58608
C -4.30025 1.51505 -2.28211
N -2.95691 -0.85937 -2.82968
O -5.03150 0.99244 -1.50829
O -4.13546 2.56465 -2.83570
O -0.78825 1.53427 -0.20591
S -1.69846 -1.78289 -2.14696
H 0.63888 -1.43395 0.03978
H 0.79733 1.36856 0.93475


Entry 6:
79
Properties=species:S:1:pos:R:3 method="wB97M-V/def2-TZVPD" multiplicity=2 total_energy_ha=-3981.873978 relative_energy_kcal_mol=2.31 homo_lumo_gap_ev="7.1 / 5.7" s2=0.7600 total_charge=+2 largest_force_ha_per_bohr=0.0062
Sn -1.63951 0.70173 0.01739
C -2.89092 -1.26313 -3.04613
Ge -2.07060 -1.71914 -1.34059
C -3.23275 -2.78500 -0.22005
C -3.81135 -2.35242 0.96958
C -4.64061 -3.19594 1.69597
C -4.89771 -4.47973 1.23763
C -4.32897 -4.92054 0.05043
C -3.50210 -4.07731 -0.67702
C -0.20427 -2.17021 -1.47350
C 0.38986 -2.09772 -2.70940
C 1.76823 -2.34828 -2.87529
C 2.54083 -2.63571 -1.78933
C 1.97549 -2.70242 -0.48953
C 2.77588 -2.98953 0.64278
C 2.22622 -3.06009 1.89305
C 0.84363 -2.84100 2.06513
C 0.04575 -2.55571 0.98763
C 0.58617 -2.47996 -0.32226
H -2.85410 -2.15041 -3.68223
H -2.37772 -0.45335 -3.56261
H -3.93764 -1.00486 -2.89390
H -3.62585 -1.35278 1.35108
H -5.08591 -2.84917 2.61900
H -5.54263 -5.13720 1.80473
H -4.52749 -5.92110 -0.30931
H -3.06372 -4.44498 -1.59907
H -0.19624 -1.84874 -3.58669
H 2.20429 -2.30893 -3.86409
H 3.60175 -2.82083 -1.90429
H 3.83462 -3.16708 0.49758
H 2.84492 -3.30053 2.74731
H 0.40183 -2.93461 3.04942
H -1.01998 -2.44286 1.14302
C 5.49457 -0.88499 4.45443
O 4.56936 -0.26730 3.55318
C 4.43563 1.07799 3.61501
C 5.16831 1.92495 4.43573
C 4.91251 3.28766 4.41104
C 3.92700 3.82049 3.59075
C 3.19483 2.98402 2.76779
C 3.46459 1.62415 2.76698
N 2.71901 0.67986 2.00274
C 2.10760 0.77369 0.86153
C 2.18196 1.80080 -0.13004
C 3.34245 2.58373 -0.31235
C 3.48467 3.37789 -1.41998
C 2.46403 3.41284 -2.37707
C 1.31971 2.66086 -2.22589
C 1.15326 1.84778 -1.10134
O 0.04252 1.12666 -0.99067
H 5.23483 -0.65687 5.48830
H 6.51178 -0.55819 4.23887
H 5.41020 -1.95289 4.28173
H 5.93334 1.53249 5.08864
H 5.48963 3.94124 5.05083
H 3.72628 4.88208 3.59682
H 2.41635 3.38561 2.13424
H 2.69174 -0.23759 2.44268
H 1.51326 -0.10143 0.61245
H 4.14514 2.52721 0.40991
H 4.38381 3.96030 -1.56038
H 2.57670 4.03651 -3.25436
H 0.53149 2.67950 -2.96596
C -5.31841 1.45313 -1.00802
N -4.78284 2.21536 -2.14012
C -5.72624 2.77910 -3.11907
C -3.48489 2.41212 -2.20719
C -2.84445 3.23608 -3.27419
O -2.72587 1.91120 -1.31843
H -6.39538 1.38225 -1.11105
H -5.08377 1.95400 -0.06926
H -4.89948 0.44650 -0.99291
H -6.67691 2.26870 -3.00810
H -5.37305 2.61437 -4.13274
H -5.87645 3.84360 -2.94509
H -3.53641 3.65437 -3.99518
H -2.10462 2.62172 -3.78774
H -2.30717 4.04799 -2.78294


Entry 7:
21
Properties=species:S:1:pos:R:3 method="wB97M-V/def2-TZVPD" smiles="[H]/N=C(/O)[C@]1(C)C[C@H](C#C)C1" total_energy_ha=-441.327330 relative_energy_kcal_mol=75.46 homo_lumo_gap_ev=10.6 largest_force_ha_per_bohr=0.0677
H -2.78220 -0.56128 -0.09467
N -2.47841 -1.31815 0.51340
C -1.20548 -1.28279 0.69614
O -0.78710 -2.21192 1.54932
C -0.29055 -0.09545 0.56966
C -0.28895 0.73175 1.85701
C -0.48381 0.76781 -0.70219
C 1.05730 0.77198 -0.88756
C 1.59447 0.62898 -2.23439
C 2.03017 0.49112 -3.35675
C 1.14041 -0.44046 0.07693
H -1.74200 -2.46568 1.96287
H 0.41797 1.56862 1.77181
H -1.28848 1.14517 2.05358
H 0.01007 0.11487 2.71544
H -0.97786 0.21281 -1.51050
H -0.97217 1.74190 -0.57512
H 1.49674 1.66417 -0.41916
H 2.43653 0.35297 -4.34277
H 1.94069 -0.42560 0.82702
H 1.17266 -1.39085 -0.47007


Entry 8:
33
Properties=species:S:1:pos:R:3 method="wB97M-V/def2-TZVPD" total_energy_ha=-957.968276 relative_energy_kcal_mol=49.10 homo_lumo_gap_ev=10.0 total_charge=+1 largest_force_ha_per_bohr=0.0823
C -0.04131 0.14696 0.48540
C -0.24074 0.75857 -3.61716
C 0.28872 -2.37171 0.11648
C 2.10118 -1.02092 0.97187
C 0.27253 -1.49975 2.39218
C -1.56210 0.36624 0.99339
C -0.17414 1.57993 -2.32755
C -1.27692 0.21262 -0.41722
C -1.33177 1.42751 -1.29527
N 0.61078 -1.16810 0.95827
O 0.91348 1.06934 2.87646
O 0.42737 3.11755 1.62574
S -0.02404 2.07662 2.50835
H 0.40130 1.17637 -4.32016
H 0.05750 -0.28518 -3.43701
H -1.31893 0.77493 -3.96984
H 0.79880 -3.28943 0.55598
H -0.78397 -2.57691 0.19029
H 0.79516 -2.25656 -0.94466
H 2.48152 -0.51951 0.06735
H 2.34060 -0.44510 1.85602
H 2.58159 -2.02791 1.11623
H 0.65639 -2.49656 2.62055
H 0.55002 -0.61221 2.99405
H -0.81895 -1.58800 2.72560
H -2.22015 -0.26477 1.57758
H -1.80671 1.47611 1.20273
H 0.79900 1.53001 -1.75900
H -0.38204 2.62557 -2.69551
H -1.40648 -0.69858 -1.01226
H 0.73336 0.87189 0.42700
H -2.20375 1.50987 -1.83261
H -1.21727 2.40110 -0.63328